# C18H17N3O4S

A structure of composition C18H17N3O4S (ωB97M-V with the def2-TZVPD basis set, the Open Molecules 2025 dataset).

Element x y z (Å)
C  6.197  -2.623  1.393
C  5.368  -3.735  0.817
O  5.745  -4.457  -0.067
C  3.991  -3.906  1.455
C  3.319  -2.606  1.715
N  3.480  -1.950  2.832
S  2.642  -0.539  2.807
C  2.077  -0.919  1.204
N  2.527  -2.053  0.763
N  1.256  -0.070  0.527
C  0.884  1.111  1.115
O  1.265  1.401  2.237
C  0.034  1.963  0.296
C  -0.495  3.202  0.563
C  -1.223  3.570  -0.583
C  -1.090  2.537  -1.474
O  -0.328  1.565  -0.948
C  -1.619  2.341  -2.863
O  -2.354  1.150  -3.015
C  -3.609  1.059  -2.467
C  -4.241  2.053  -1.736
C  -5.523  1.841  -1.252
C  -6.197  0.652  -1.478
C  -5.547  -0.340  -2.208
C  -4.274  -0.144  -2.697
H  -3.770  -0.909  -3.266
H  -6.051  -1.277  -2.396
C  -7.583  0.425  -0.958
H  -7.945  1.298  -0.419
H  -7.601  -0.431  -0.284
H  -8.267  0.216  -1.779
H  -6.002  2.627  -0.685
H  -3.754  2.993  -1.530
H  -0.778  2.228  -3.557
H  -2.206  3.220  -3.156
H  -1.766  4.481  -0.732
H  -0.369  3.757  1.469
H  0.939  -0.324  -0.399
H  4.146  -4.420  2.406
H  3.373  -4.519  0.799
H  5.897  -1.693  0.910
H  7.250  -2.793  1.187
H  6.019  -2.517  2.459

net charge = 0
LUMO energy = -0.16 eV
HOMO-LUMO gap = 8.531 eV
HOMO energy = -8.69 eV

=====

# C18H17N3O5RuSe4

A structure of composition C18H17N3O5RuSe4 (ωB97M-V with the def2-TZVPD basis set, the Open Molecules 2025 dataset).

Element x y z (Å)
Ru  -0.661  2.365  0.814
O  3.535  2.011  1.132
C  2.474  1.645  0.641
O  1.436  2.391  0.466
C  2.478  0.230  0.047
C  2.618  0.363  -1.492
C  3.149  -0.958  -2.077
C  1.869  -1.835  -2.034
C  0.878  -0.868  -1.373
O  1.254  0.386  -1.935
C  1.251  -0.727  0.121
C  0.051  0.641  1.963
O  1.196  0.821  2.704
O  -1.057  0.947  2.451
H  3.351  -0.245  0.480
H  3.135  1.259  -1.816
H  3.961  -1.360  -1.470
H  3.517  -0.823  -3.093
H  1.993  -2.766  -1.479
H  1.520  -2.075  -3.037
H  -0.172  -1.070  -1.565
H  1.575  -1.698  0.497
N  -1.986  -1.377  0.347
C  -0.867  -1.316  1.160
C  -0.670  -2.244  2.146
C  0.439  -2.367  2.993
C  1.607  -1.553  3.227
C  1.938  -0.251  3.100
N  0.097  -0.316  0.935
C  -2.522  -0.482  -0.579
C  -3.555  -0.983  -1.378
C  -4.107  -0.170  -2.342
C  -3.610  1.114  -2.505
C  -2.594  1.526  -1.666
N  -2.058  0.756  -0.702
H  -2.543  -2.202  0.482
H  -1.436  -3.009  2.257
H  0.448  -3.286  3.565
H  2.423  -2.104  3.686
H  2.919  0.093  3.394
H  -3.901  -2.000  -1.235
H  -4.912  -0.541  -2.966
H  -4.002  1.796  -3.246
H  -2.206  2.531  -1.743
Se  -2.824  3.097  1.535
Se  -3.131  5.277  1.897
Se  -2.036  5.159  -1.653
Se  -0.259  4.217  -0.655

net charge = -1
LUMO energy (alpha / beta) = 2.27 / 1.55 eV
2S+1 = 6
HOMO-LUMO gap (alpha / beta) = 6.327 / 5.765 eV
HOMO energy (alpha / beta) = -4.06 / -4.21 eV

=====

# C18H17N5O5RuS2

A structure of composition C18H17N5O5RuS2 (ωB97M-V with the def2-TZVPD basis set, the Open Molecules 2025 dataset).

Element x y z (Å)
Ru  -0.008  0.495  -1.148
C  0.897  -3.139  -0.832
C  1.811  -2.004  -0.577
N  1.570  -0.700  -0.729
C  2.698  0.017  -0.309
C  3.615  -0.930  0.102
N  3.088  -2.183  -0.141
C  5.020  -0.793  0.717
O  5.510  0.382  0.808
O  5.456  -1.833  1.146
C  2.616  1.495  -0.348
O  3.536  2.225  -0.033
O  1.460  1.890  -0.707
H  -0.106  -2.787  -0.787
H  1.009  -3.950  -0.176
H  1.070  -3.449  -1.820
H  3.530  -3.071  0.079
H  4.949  1.102  0.387
O  -1.225  1.748  -1.993
N  -1.054  2.039  -3.355
C  -1.502  3.201  -3.821
C  -1.412  3.490  -5.187
C  -0.885  2.523  -6.010
C  -0.392  1.305  -5.501
C  -0.532  1.088  -4.143
S  0.033  -0.379  -3.275
H  -1.893  3.903  -3.061
H  -1.650  4.513  -5.567
H  -0.801  2.782  -7.005
H  0.094  0.653  -6.173
N  0.036  2.067  2.025
C  -0.740  1.020  2.191
S  -1.130  -0.043  0.859
N  -1.245  0.681  3.378
C  -2.031  -0.495  3.637
C  -1.476  -1.738  4.011
C  -2.261  -2.798  4.315
C  -3.663  -2.692  4.160
C  -4.225  -1.558  3.626
C  -3.412  -0.433  3.430
H  0.359  2.354  1.097
H  0.223  2.680  2.851
H  -1.219  1.362  4.134
H  -0.406  -1.729  4.088
H  -1.824  -3.679  4.793
H  -4.235  -3.566  4.443
H  -5.286  -1.507  3.377
H  -3.964  0.440  3.043

net charge = +2
LUMO energy (alpha / beta) = -7.39 / -9.28 eV
2S+1 = 5
HOMO-LUMO gap (alpha / beta) = 7.235 / 5.359 eV
HOMO energy (alpha / beta) = -14.62 / -14.64 eV

=====

Max |F| (hartree/bohr)
0.027; 0.020; 0.062